# 1
{
  "formula": "C6H8LiO6Tm",
  "method": "ωB97M-V/def2-TZVPD",
  "relative_energy_kj_mol": 328.85,
  "spin_multiplicity": 4,
  "total_energy_ev": -48361.71660,
  "total_charge": 1,
  "homo_energy_ev": [-8.963, -10.495],
  "symbols": ["O", "O", "C", "C", "O", "C", "H", "H", "H", "H", "O", "O", "C", "C", "O", "C", "H", "H", "H", "H", "Li", "Tm"],
  "coordinates": [[0.414848, -1.401814, -1.249966], [2.015380, -1.505038, 0.325720], [2.980104, -0.599039, 0.878108], [3.072483, 0.481495, -0.192465], [1.820248, 0.329741, -0.896987], [1.238911, -0.855963, -0.533378], [2.585962, -0.209852, 1.825132], [3.916468, -1.139242, 1.038028], [3.883075, 0.312294, -0.909627], [3.133036, 1.493972, 0.218777], [-0.480116, 1.483882, 0.460869], [-2.979319, -1.293584, -1.140085], [-3.120530, 0.016515, -0.755601], [-2.795546, 0.232912, 0.724165], [-1.511470, -0.365750, 1.051960], [-0.356480, 0.300255, 0.872068], [-2.468317, 0.702048, -1.348715], [-4.152890, 0.414759, -0.892282], [-3.511914, -0.305185, 1.357504], [-2.788535, 1.296863, 0.992236], [-1.371277, -1.898358, -0.586340], [0.475871, 2.509083, -1.239120]],
  "forces_ev_per_angstrom": [[-0.7, 0.4, 0.7], [-0.3, 0.1, 0.0], [0.0, 0.1, 0.4], [0.4, 0.0, 0.0], [-0.3, 0.3, 0.0], [1.0, -0.9, -0.7], [0.1, -0.1, -0.2], [-0.3, 0.1, -0.1], [-0.2, 0.1, 0.1], [0.0, -0.2, -0.1], [-0.4, -0.1, 0.2], [-0.3, 1.0, -0.3], [-1.3, 0.8, 0.6], [0.4, -0.1, 0.7], [-0.8, -0.6, -0.2], [0.9, 0.4, -0.4], [0.1, -0.6, -0.1], [0.5, -0.4, -0.4], [0.1, 0.2, -0.3], [-0.1, -0.3, -0.3], [1.1, -0.3, 0.3], [0.0, 0.1, -0.1]],
  "mulliken_charge": [-0.860, -0.304, -0.392, -0.285, -0.233, 0.922, 0.290, 0.333, 0.266, 0.298, -0.489, -0.474, -0.020, -0.430, -0.449, 0.303, 0.119, 0.342, 0.331, 0.326, 0.941, 0.464]
}

# 2
{
  "formula": "C5H8O2",
  "method": "ωB97M-V/def2-TZVPD",
  "smiles": "O=C1CC[C@@H]1CO",
  "relative_energy_kj_mol": 123.16,
  "total_energy_ev": -9408.55569,
  "homo_energy_ev": -9.585,
  "symbols": ["O", "C", "C", "C", "C", "C", "O", "H", "H", "H", "H", "H", "H", "H", "H"],
  "coordinates": [[-1.074139, -2.115598, 0.224595], [-0.966981, -0.919544, 0.182681], [-1.915547, 0.228965, -0.155536], [-0.652451, 1.102016, -0.384910], [0.233090, 0.023368, 0.304534], [1.585543, -0.439906, -0.244761], [2.686180, -0.033169, 0.545935], [-2.592839, 0.061046, -0.997578], [-2.504713, 0.532551, 0.717495], [-0.655942, 2.092388, 0.075383], [-0.419562, 1.206720, -1.449333], [0.350505, 0.273147, 1.368465], [1.566555, -1.535037, -0.353146], [1.761029, -0.011580, -1.237137], [2.599267, -0.465367, 1.403314]],
  "forces_ev_per_angstrom": [[0.0, 0.5, 0.0], [-0.1, -0.4, 0.1], [-0.1, 0.0, 0.0], [0.1, 0.2, -0.1], [0.1, 0.0, 0.0], [-0.3, -0.1, -0.2], [0.0, 0.0, 0.2], [0.1, 0.0, 0.1], [0.1, -0.1, -0.1], [0.0, -0.2, -0.1], [0.0, -0.1, 0.2], [0.0, 0.0, -0.1], [0.0, 0.2, 0.0], [-0.1, -0.1, 0.1], [0.1, 0.1, -0.1]],
  "mulliken_charge": [-0.563, 0.238, -0.412, -0.766, 0.362, -0.562, -0.527, 0.306, 0.223, 0.302, 0.276, 0.216, 0.276, 0.310, 0.321]
}